Entry w
Here is a single C8H16N2Si molecule from the OMol25 dataset. Energies are from wB97M-V/def2-TZVPD.

Summary:
Frontier orbital gap: 0.364 Ha
E_LUMO: 0.352 eV
Structure (SMILES): CC1=N[C@H](C[Si](C)(C)C)C=N1
Molecular weight: 168.3 g mol⁻¹
Charge: 0

Structure (XYZ):
```
27
C8H16N2Si (wB97M-V/def2-TZVPD)
C -0.368 -2.057 0.116
C -1.046 -2.772 1.155
C 1.127 -2.834 1.472
C 2.327 -2.957 2.248
C -0.221 2.637 0.099
C 1.651 0.580 -1.410
C -1.681 1.460 -1.842
C -0.726 -0.561 0.409
N 1.039 -2.048 0.445
N -0.149 -3.262 1.966
Si -0.212 0.925 -0.840
H -0.400 -2.314 -1.016
H -2.016 -2.405 1.546
H 2.333 -1.980 2.545
H 1.983 -3.666 2.971
H 3.291 -3.156 1.753
H 0.583 2.493 0.837
H -0.200 3.608 -0.354
H -1.049 2.417 0.679
H 2.347 0.315 -0.602
H 1.870 -0.209 -2.237
H 1.973 1.515 -1.826
H -2.654 1.524 -1.222
H -1.662 2.490 -2.249
H -2.122 0.756 -2.546
H -1.866 -0.491 0.285
H -0.549 -0.480 1.453
```

Here are the natural (NBO) charges for atoms 1 to 8, given in e:
1. C -0.186
2. C 0.105
3. C 0.373
4. C -0.675
5. C -1.073
6. C -1.073
7. C -1.150
8. C -0.790

=====

Entry x
Here is a single C8H16N2Si molecule from the OMol25 dataset. Energies are from wB97M-V/def2-TZVPD.

Summary:
Frontier orbital gap: 0.316 Ha
E_LUMO: 0.613 eV
Structure (SMILES): CC[Si](C)(CC)n1ccnc1
Molecular weight: 168.3 g mol⁻¹
Charge: 0

Structure (XYZ):
```
27
C8H16N2Si (wB97M-V/def2-TZVPD)
C -0.655 -0.833 -2.539
C -0.731 -1.961 -3.331
C 0.100 -2.537 -1.533
C 1.173 2.488 1.215
C 0.989 -1.163 2.310
C -1.841 1.351 -0.278
C 1.234 1.598 0.065
C -0.356 -0.734 1.742
N -0.173 -1.209 -1.315
N -0.109 -3.045 -2.734
Si -0.266 0.362 0.168
H -1.209 0.116 -2.771
H -1.077 -1.926 -4.276
H 0.775 -3.078 -0.883
H 0.361 3.230 1.164
H 0.884 1.888 1.957
H 2.171 2.872 1.585
H 0.873 -1.787 3.207
H 1.372 -1.819 1.561
H 1.681 -0.343 2.458
H -2.463 0.829 -0.998
H -2.532 1.701 0.444
H -1.520 2.368 -0.579
H 2.186 1.092 0.004
H 1.116 2.220 -0.852
H -0.861 -0.144 2.446
H -1.120 -1.537 1.761
```

Here are the natural (NBO) charges for atoms 1 to 8, given in e:
1. C -0.143
2. C -0.117
3. C 0.147
4. C -0.613
5. C -0.606
6. C -1.162
7. C -0.861
8. C -0.900

=====

The energy of each structure relative to the most stable one, in kcal/mol, is as follows: entry w 30.5; entry x 0.0.

=====

Entry w
Here is a single CH6N2O molecule from the OMol25 dataset. Energies are from wB97M-V/def2-TZVPD.

Summary:
Frontier orbital gap: 0.371 Ha
E_LUMO: 1.086 eV
Structure (SMILES): NNCO
Molecular weight: 62.1 g mol⁻¹
Charge: 0

Structure (XYZ):
```
10
CH6N2O (wB97M-V/def2-TZVPD)
C 0.095 -1.032 0.353
N -0.352 1.256 -0.322
N -0.029 0.676 0.913
O 0.115 -1.309 -1.018
H 1.007 -1.634 0.723
H -0.829 -1.317 0.751
H 0.391 1.176 -0.999
H -0.617 2.213 -0.219
H 0.863 0.821 1.302
H -0.643 -0.851 -1.484
```

Here are the natural (NBO) charges for atoms 1 to 8, given in e:
1. C 0.074
2. N -0.700
3. N -0.482
4. O -0.719
5. H 0.175
6. H 0.156
7. H 0.333
8. H 0.357

=====

Entry x
Here is 2 unconnected molecules or ions with the total composition CH6N2O from the OMol25 dataset. Energies are from wB97M-V/def2-TZVPD.

Summary:
Frontier orbital gap: 0.328 Ha
E_LUMO: 0.768 eV
Molecular weight: 62.1 g mol⁻¹
Charge: 0

Structure (XYZ):
```
10
CH6N2O (wB97M-V/def2-TZVPD)
C -1.178 -0.533 0.025
N 0.684 1.011 0.473
N 1.014 -0.261 -0.075
O -0.543 1.275 -0.141
H 1.330 1.713 0.095
H 1.698 -0.764 0.487
H 1.242 -0.238 -1.072
H -1.385 -0.454 1.085
H -1.981 -0.210 -0.622
H -0.881 -1.539 -0.255
```

Here are the natural (NBO) charges for atoms 1 to 8, given in e:
1. C -0.255
2. N -0.205
3. N -0.645
4. O -0.511
5. H 0.326
6. H 0.371
7. H 0.347
8. H 0.201

=====

Entry y
Here is 2 unconnected molecules or ions with the total composition CH6N2O from the OMol25 dataset. Energies are from wB97M-V/def2-TZVPD.

Summary:
Frontier orbital gap: 0.323 Ha
E_LUMO: 0.851 eV
Structure (SMILES): [H]/N=N\[H].CO
Molecular weight: 62.1 g mol⁻¹
Charge: 0

Structure (XYZ):
```
10
CH6N2O (wB97M-V/def2-TZVPD)
C 0.451 0.933 -1.544
H -0.343 0.187 -1.438
H 1.275 0.615 -0.911
H 0.790 0.947 -2.587
H 0.593 2.840 -1.305
H -1.152 -3.217 2.011
H -0.189 -0.938 3.053
N -0.803 -2.309 1.713
N -0.527 -1.229 2.140
O -0.094 2.171 -1.131
```

Here are the natural (NBO) charges for atoms 1 to 8, given in e:
1. C -0.249
2. H 0.188
3. H 0.160
4. H 0.155
5. H 0.459
6. H 0.327
7. H 0.287
8. N -0.333

=====

Entry z
Here is 2 unconnected molecules or ions with the total composition CH6N2O from the OMol25 dataset. Energies are from wB97M-V/def2-TZVPD.

Summary:
Frontier orbital gap (spin up / spin down): 0.351 / 0.351 Ha
E_LUMO (spin up / spin down): 0.428 / 0.429 eV
Structure (SMILES): C=[NH+][O-].N
Molecular weight: 62.1 g mol⁻¹
Charge: 0

Structure (XYZ):
```
10
CH6N2O (wB97M-V/def2-TZVPD)
C -0.698 -0.083 -0.277
N -1.536 -1.116 0.179
N 3.339 0.846 -0.774
O -2.612 -1.095 0.834
H -1.076 0.954 -0.037
H 0.130 -0.223 -0.983
H -1.140 -2.078 -0.275
H 2.465 0.852 -0.200
H 4.146 1.371 -0.260
H 3.582 -0.054 -0.963
```

Here are the natural (NBO) charges for atoms 1 to 8, given in e:
1. C -0.287
2. N -0.015
3. N -1.082
4. O -0.453
5. H 0.205
6. H 0.211
7. H 0.339
8. H 0.361

=====

The energy of each structure relative to the most stable one, in kcal/mol, is as follows: entry w 0.0; entry x 65.8; entry y 22.0; entry z 15.6.

=====

Entry w
Here is a single C2H3N3O2 molecule from the OMol25 dataset. Energies are from wB97M-V/def2-TZVPD.

Summary:
Frontier orbital gap: 0.391 Ha
E_LUMO: 0.543 eV
Structure (SMILES): Nc1nc(=O)[nH]o1
Molecular weight: 101.1 g mol⁻¹
Charge: 0

Structure (XYZ):
```
10
C2H3N3O2 (wB97M-V/def2-TZVPD)
C 0.545 0.239 0.003
C -1.417 -0.132 -0.657
H 2.072 1.449 -0.466
H 2.474 0.237 0.732
H -1.756 -1.221 1.075
N 1.774 0.774 0.242
N -0.277 0.616 -0.913
N -1.080 -1.151 0.304
O -2.520 -0.047 -1.128
O 0.184 -0.763 0.810
```

Here are the natural (NBO) charges for atoms 1 to 8, given in e:
1. C 0.704
2. C 0.717
3. H 0.419
4. H 0.412
5. H 0.390
6. N -0.801
7. N -0.590
8. N -0.348

=====

Entry x
Here is a single C2H3N3O2 molecule from the OMol25 dataset. Energies are from wB97M-V/def2-TZVPD.

Summary:
Frontier orbital gap: 0.393 Ha
E_LUMO: 0.650 eV
Structure (SMILES): N=C=NC(=O)ON
Molecular weight: 101.1 g mol⁻¹
Charge: 0

Structure (XYZ):
```
10
C2H3N3O2 (wB97M-V/def2-TZVPD)
C -2.067 0.081 -0.248
C 0.346 -0.284 -0.032
N -3.225 0.110 0.107
N -0.823 -0.084 -0.596
N 2.572 0.302 -0.080
O 0.537 -1.051 0.897
O 1.263 0.453 -0.681
H -4.027 0.339 -0.311
H 2.896 -0.691 0.099
H 2.528 0.825 0.845
```

Here are the natural (NBO) charges for atoms 1 to 8, given in e:
1. C 0.777
2. C 0.854
3. N -0.664
4. N -0.617
5. N -0.530
6. O -0.607
7. O -0.349
8. H 0.413

=====

Entry y
Here is a single C2H3N3O2 molecule from the OMol25 dataset. Energies are from wB97M-V/def2-TZVPD.

Summary:
Frontier orbital gap: 0.355 Ha
E_LUMO: 0.030 eV
Structure (SMILES): O=C1NN=CNO1
Molecular weight: 101.1 g mol⁻¹
Charge: 0

Structure (XYZ):
```
10
C2H3N3O2 (wB97M-V/def2-TZVPD)
C 0.929 -0.257 0.992
C -0.974 0.278 -0.910
H -0.608 -1.100 1.817
H -1.766 0.813 -1.504
H 0.755 0.772 -2.065
N -0.368 -0.547 1.017
N -1.399 -0.101 0.291
N 0.423 0.117 -1.297
O 1.802 -0.667 1.716
O 1.205 0.692 -0.057
```

Here are the natural (NBO) charges for atoms 1 to 8, given in e:
1. C 0.860
2. C 0.154
3. H 0.407
4. H 0.212
5. H 0.396
6. N -0.477
7. N -0.226
8. N -0.356

=====

Entry z
Here is a single C2H3N3O2 molecule from the OMol25 dataset. Energies are from wB97M-V/def2-TZVPD.

Summary:
Frontier orbital gap: 0.408 Ha
E_LUMO: 0.454 eV
Structure (SMILES): N#CN(N)C(=O)O
Molecular weight: 101.1 g mol⁻¹
Charge: 0

Structure (XYZ):
```
10
C2H3N3O2 (wB97M-V/def2-TZVPD)
N 0.181 0.220 0.101
C -0.310 -1.065 0.193
N 1.593 0.431 0.193
O -1.695 -0.993 -0.019
C -0.643 1.300 -0.097
O 0.258 -2.137 0.154
N -1.135 2.343 -0.249
H -1.956 -1.930 -0.138
H 1.753 1.344 0.622
H 1.955 0.488 -0.760
```

Here are the natural (NBO) charges for atoms 1 to 8, given in e:
1. N -0.363
2. C 0.888
3. N -0.586
4. O -0.699
5. C 0.408
6. O -0.576
7. N -0.314
8. H 0.509

=====

The energy of each structure relative to the most stable one, in kcal/mol, is as follows: entry w 0.0; entry x 51.3; entry y 53.6; entry z 15.5.

=====

Entry w
Here is 2 unconnected molecules or ions with the total composition C4H10NOP from the OMol25 dataset. Energies are from wB97M-V/def2-TZVPD.

Summary:
Frontier orbital gap (spin up / spin down): 0.293 / 0.294 Ha
E_LUMO (spin up / spin down): -0.914 / -0.218 eV
Molecular weight: 119.1 g mol⁻¹
Charge: 0

Structure (XYZ):
```
17
C4H10NOP (wB97M-V/def2-TZVPD)
C 1.865 -0.867 -0.962
C -1.845 -0.616 -0.905
C 1.171 2.424 0.541
C -1.531 -0.904 0.571
N 1.174 -1.320 0.013
O 0.486 -0.800 2.408
P 0.205 -0.361 1.007
H 2.522 -1.642 -1.447
H 1.894 0.085 -1.338
H -0.859 -0.727 -1.396
H -2.756 -1.050 -1.216
H -2.010 0.470 -0.987
H 1.142 2.454 1.606
H 2.047 2.450 -0.161
H 0.140 2.524 0.118
H -1.529 -1.927 0.933
H -2.119 -0.193 1.214
```

Here are the natural (NBO) charges for atoms 1 to 8, given in e:
1. C 0.017
2. C -0.627
3. C -0.616
4. C -0.733
5. N -0.734
6. O -1.028
7. P 1.686
8. H 0.171

=====

Entry x
Here is 3 unconnected molecules or ions with the total composition C4H10NOP from the OMol25 dataset. Energies are from wB97M-V/def2-TZVPD.

Summary:
Frontier orbital gap: 0.340 Ha
E_LUMO: 0.356 eV
Structure (SMILES): C=PC.CC#N.O
Molecular weight: 119.1 g mol⁻¹
Charge: 0

Structure (XYZ):
```
17
C4H10NOP (wB97M-V/def2-TZVPD)
C 0.583 3.988 2.168
C -0.999 -2.907 -0.441
C -1.445 -3.489 -1.705
C -0.250 1.436 1.751
N -0.603 -2.182 0.346
O -0.723 0.154 -2.003
P -0.092 3.115 0.886
H 0.590 5.010 2.134
H 1.028 3.630 3.061
H -0.285 -0.636 -1.575
H -1.884 -2.658 -2.157
H -0.752 -4.097 -2.211
H -2.249 -4.162 -1.461
H -1.081 0.819 1.389
H 0.634 1.053 1.234
H -0.365 1.332 2.828
H -0.344 0.900 -1.649
```

Here are the natural (NBO) charges for atoms 1 to 8, given in e:
1. C -0.804
2. C 0.297
3. C -0.716
4. C -0.952
5. N -0.350
6. O -0.944
7. P 0.650
8. H 0.197

=====

Entry y
Here is 2 unconnected molecules or ions with the total composition C4H10NOP from the OMol25 dataset. Energies are from wB97M-V/def2-TZVPD.

Summary:
Frontier orbital gap: 0.306 Ha
E_LUMO: 0.619 eV
Structure (SMILES): C=PN(C)C.C=O
Molecular weight: 119.1 g mol⁻¹
Charge: 0

Structure (XYZ):
```
17
C4H10NOP (wB97M-V/def2-TZVPD)
C 2.024 -0.976 -0.462
C -0.840 -1.840 -0.213
C -1.353 0.102 1.106
C 0.555 2.902 -0.696
N -0.412 -0.796 0.643
O 0.602 1.742 -0.968
P 1.159 -0.202 0.755
H 1.686 -1.892 -1.007
H 3.065 -0.711 -0.557
H -1.179 -1.482 -1.255
H -0.027 -2.498 -0.514
H -0.779 0.951 1.624
H -2.031 0.549 0.437
H -1.938 -0.503 1.898
H 0.715 3.282 0.329
H -1.728 -2.373 0.243
H 0.478 3.745 -1.363
```

Here are the natural (NBO) charges for atoms 1 to 8, given in e:
1. C -1.023
2. C -0.410
3. C -0.390
4. C 0.297
5. N -0.747
6. O -0.489
7. P 0.966
8. H 0.213

=====

The energy of each structure relative to the most stable one, in kcal/mol, is as follows: entry w 20.1; entry x 0.0; entry y 7.7.